# 1
Entry from the OMol25 dataset: 5 unconnected molecules or ions with the total composition CH12O4S2 at a distorted geometry (ωB97M-V/def2-TZVPD).

Structure (XYZ):
```
19
Properties=species:S:1:pos:R:3:forces:R:3:nbo_charge:R:1
C 1.287 0.194 -2.381 -0.43 0.56 3.51 -0.680
S 2.645 1.045 -1.382 -0.21 -0.70 -0.25 0.038
S 1.597 1.837 0.311 0.54 -0.08 -0.74 -0.136
H 0.415 0.324 -1.680 0.63 -0.67 -1.09 0.216
H 1.123 0.791 -3.193 -0.49 1.56 -2.20 0.208
H 1.426 -0.823 -2.701 0.51 -0.41 0.51 0.231
H 0.583 1.030 0.078 -0.59 -0.32 0.35 0.121
O -1.590 0.261 1.753 2.27 0.50 2.47 -0.956
H -1.002 -0.472 1.566 -0.03 -0.38 -0.29 0.489
H -2.250 0.314 1.128 -2.16 -0.22 -2.27 0.467
O -0.593 -2.954 -1.778 -1.51 -1.38 -0.57 -0.921
H -0.793 -2.764 -2.700 0.53 0.74 -0.32 0.457
H -1.239 -3.707 -1.740 0.97 0.69 0.86 0.465
O 0.833 -2.224 1.998 1.22 1.90 -0.16 -0.946
H 1.468 -1.438 2.029 -1.20 -1.63 -0.15 0.477
H 0.519 -2.284 2.901 -0.10 -0.11 0.30 0.470
O -1.771 3.846 2.011 0.00 0.67 0.24 -0.945
H -1.820 2.985 1.604 0.27 -0.45 -0.05 0.474
H -0.839 4.038 2.177 -0.23 -0.27 -0.15 0.471
```
Forces are in eV/Å.

HOMO level	-0.3077	Eh
LUMO	0.181	eV
SMILES	CSS.O.O.O.O
M	152.24	g/mol
strongest force on any atom	3.58	eV/Å
HOMO-LUMO gap	8.554	eV

# 2
Entry from the OMol25 dataset: 12 unconnected molecules or ions with the total composition C5H36N3O11 at a distorted geometry (ωB97M-V/def2-TZVPD).

Structure (XYZ):
```
55
Properties=species:S:1:pos:R:3:forces:R:3:nbo_charge:R:1
C 0.747 -3.601 0.413 1.52 -1.29 2.21 -0.658
C -0.422 -2.911 -0.225 0.64 1.83 -0.04 -0.061
C -0.361 -1.434 0.273 -0.12 0.14 1.45 -0.450
C -1.643 -0.717 0.668 1.02 -1.59 -0.26 -0.015
C -2.301 -1.119 1.766 -0.97 0.65 -0.55 0.057
N -3.566 -0.640 2.174 2.06 -0.81 -1.15 -0.839
N -2.054 0.350 -0.230 0.20 0.43 0.99 -0.735
N -0.370 -2.853 -1.689 -1.12 -0.99 -0.83 -0.880
H 0.510 -3.845 1.464 -0.27 0.12 -0.23 0.228
H 1.162 -4.551 0.065 -0.78 -0.07 -0.77 0.224
H 1.684 -3.037 0.590 -0.65 0.57 -0.69 0.219
H -1.398 -3.302 0.107 0.49 -0.22 -0.39 0.208
H 0.193 -1.387 1.214 0.23 -0.36 -0.22 0.271
H 0.246 -0.881 -0.435 0.03 0.32 -0.32 0.188
H -1.796 -1.858 2.382 -0.28 -0.06 -0.21 0.231
H -3.942 -1.134 2.962 -0.17 0.81 0.34 0.404
H -3.570 0.356 2.037 -1.16 0.15 0.78 0.403
H -1.229 0.802 -0.663 -0.63 -0.23 0.03 0.450
H -2.493 1.105 0.360 -0.47 -0.13 -1.10 0.460
H -2.633 0.023 -1.007 -0.18 0.21 -0.16 0.451
H 0.559 -2.814 -2.106 0.03 -0.03 0.66 0.366
H -0.783 -3.729 -2.023 0.26 0.43 -0.22 0.371
H 1.941 2.486 -2.574 0.01 0.38 0.45 0.511
H 2.122 1.432 -1.567 0.06 0.24 0.45 0.497
O 1.903 2.380 -1.602 0.14 -0.60 -0.74 -0.970
H 2.584 0.142 1.443 -0.20 0.76 0.79 0.507
H 1.787 1.426 1.894 0.37 -0.17 -0.10 0.489
O 2.163 0.589 2.220 -0.34 -0.62 -0.12 -1.007
H 2.060 3.593 1.673 0.34 0.17 -0.40 0.501
H 1.626 2.931 0.278 0.53 0.42 0.05 0.513
O 1.430 3.032 1.219 -1.02 -0.31 0.23 -0.991
H 3.868 0.127 -0.645 0.11 -0.09 0.33 0.499
H 4.762 0.381 0.616 0.11 0.03 0.03 0.491
O 3.858 0.388 0.293 0.11 0.01 -0.60 -0.983
H -0.677 2.673 2.269 -0.15 0.18 0.21 0.494
H -0.915 3.416 3.557 -0.49 -0.01 -0.03 0.504
O -1.404 3.001 2.831 1.04 -0.18 -0.26 -0.971
H 0.276 -1.208 4.181 0.44 0.38 -0.18 0.480
H 0.894 -0.275 3.001 0.31 -0.26 0.47 0.512
O 0.155 -0.852 3.295 -0.58 -0.22 0.06 -1.018
H 1.312 0.034 -4.417 0.09 0.00 -0.45 0.481
H 0.252 0.782 -3.663 -0.07 0.33 0.18 0.504
O 1.201 0.803 -3.854 -0.10 -0.40 0.13 -0.980
H -1.311 -0.947 -2.644 0.00 -1.00 0.15 0.490
H -2.745 -1.471 -3.006 0.38 -0.34 0.02 0.488
O -2.169 -0.703 -3.000 -0.44 1.11 -0.08 -0.975
H -2.644 2.630 1.730 -0.58 -0.07 0.16 0.516
H -3.663 3.135 0.717 -0.11 -0.50 -0.02 0.503
O -3.342 2.305 1.108 0.45 0.87 0.31 -0.981
H 2.767 -0.440 -2.885 -0.13 0.23 0.44 0.491
H 3.929 -1.271 -2.439 0.26 -0.21 0.25 0.492
O 3.219 -0.733 -2.075 -0.23 -0.05 -0.92 -0.965
H 0.112 2.338 -1.690 -0.24 -0.27 -0.15 0.496
H -1.090 2.943 -2.370 -0.47 0.11 -0.18 0.492
O -0.799 2.112 -1.991 0.75 0.19 0.20 -1.000
```
Forces are in eV/Å.

HOMO level	-0.3973	Eh
LUMO	-2.602	eV
net charge	+1
M	314.35	g/mol
strongest force on any atom	2.98	eV/Å
HOMO-LUMO gap	8.209	eV

# 3
Entry from the OMol25 dataset: a molecular structure, C5H5Cl2CoNO4Sc at a distorted geometry (ωB97M-V/def2-TZVPD).

Structure (XYZ):
```
19
Properties=species:S:1:pos:R:3:forces:R:3:nbo_charge:R:1
Co -1.827 0.568 -2.444 3.79 0.44 0.05 1.087
Sc 0.259 -0.153 -0.989 3.43 -0.68 0.48 1.418
Cl 0.045 2.022 -1.949 -0.68 -1.31 -0.20 -0.253
Cl -0.066 -2.238 -1.748 -0.32 0.98 -0.09 -0.160
C -1.953 -0.296 -0.555 -6.81 -3.51 2.30 0.354
C -2.745 1.960 -3.040 -6.77 10.73 -1.55 0.407
C -2.853 -0.736 -3.177 -6.75 -8.49 -1.77 0.412
O -2.981 -0.793 -0.324 4.98 2.62 -0.50 -0.153
O -3.390 2.933 -3.134 3.86 -5.92 0.19 -0.130
O -3.661 -1.577 -3.239 4.60 4.94 -0.08 -0.147
C 3.082 -0.516 1.852 -0.67 0.30 0.66 -0.749
C 1.629 -0.192 1.927 1.90 -1.65 -3.11 0.721
N 1.220 0.287 3.118 -1.97 0.51 1.27 -0.183
O 0.781 -0.375 0.994 1.00 1.01 2.11 -0.580
H 3.584 -0.311 2.807 0.00 -0.07 -0.21 0.306
H 3.579 0.081 1.081 0.12 -0.03 -0.31 0.340
H 3.184 -1.578 1.624 0.14 -0.27 -0.29 0.350
H 0.231 0.385 3.352 -0.61 0.08 0.28 0.471
H 1.883 0.526 3.844 0.75 0.33 0.77 0.489
```
Forces are in eV/Å.

HOMO level (spin up / spin down)	-0.9703 / -0.9765	Eh
LUMO (spin up / spin down)	-17.998 / -21.211	eV
net charge	+4
<S²>	6.033
M	317.89	g/mol
strongest force on any atom	12.78	eV/Å
HOMO-LUMO gap (spin up / spin down)	8.405 / 5.361	eV
multiplicity	5

In the order shown, the computed energy above the lowest of the compared OMol25 structures with the same formula, charge and spin values come out to 40.8 43.9 17.1 kcal per mole.